(1)
Molecular formula: C3H8S
Method: DFT, the ωB97M-V functional and the def2-TZVPD basis

Results
Net charge: 0
Kohn-Sham gap: 9.5 eV
SMILES: CCSC
E_HOMO: -8.346 eV

Last column: Mulliken charge in e.
Element x y z (Å)
C1 0.64 -1.53 1.17  -1.00
C2 -0.13 -0.62 0.18  -0.39
S1 0.83 0.61 -0.69  -0.13
C3 -0.40 1.86 -1.27  -0.73
H1 1.69 -1.64 0.91  0.28
H2 0.65 -1.03 2.15  0.27
H3 0.02 -2.40 1.36  0.32
H4 -0.68 -1.28 -0.50  0.31
H5 -0.82 -0.04 0.79  0.28
H6 -0.04 2.83 -0.96  0.28
H7 -1.34 1.59 -0.80  0.25
H8 -0.40 1.66 -2.34  0.25

(2)
Molecular formula: C16H32O32S8
Method: DFT, the ωB97M-V functional and the def2-TZVPD basis

Results
Net charge: 0
Kohn-Sham gap: 11.0 eV
SMILES: O=S1(=O)OCCO1.O=S1(=O)OCCO1.O=S1(=O)OCCO1.O=S1(=O)OCCO1.O=S1(=O)OCCO1.O=S1(=O)OCCO1.O=S1(=O)OCCO1.O=S1(=O)OCCO1
E_HOMO: -10.879 eV

Last column: Mulliken charge in e.
Element x y z (Å)
C1 -4.74 2.78 -1.46  -0.10
C2 -3.45 3.66 -1.62  0.54
O1 -3.75 4.51 -2.64  -0.34
S1 -5.36 4.89 -2.72  1.04
O2 -5.89 5.17 -4.05  -0.51
O3 -5.61 5.76 -1.57  -0.54
O4 -5.76 3.34 -2.31  -0.38
H1 -5.07 2.83 -0.43  0.24
H2 -4.52 1.77 -1.79  0.21
H3 -2.62 2.98 -1.81  -0.37
H4 -3.26 4.24 -0.72  0.22
C3 1.21 -0.82 -0.80  -0.24
C4 0.71 -1.13 0.65  -0.38
O5 -0.07 0.07 0.95  -0.22
S2 -0.56 0.96 -0.37  1.03
O6 -0.04 2.36 -0.32  -0.53
O7 -2.02 0.76 -0.65  -0.49
O8 0.28 0.01 -1.45  -0.17
H5 1.32 -1.77 -1.30  0.53
H6 2.13 -0.24 -0.72  -0.11
H7 1.57 -1.22 1.31  0.41
H8 0.10 -2.00 0.87  0.25
C5 5.56 -1.90 -1.46  -0.31
C6 6.24 -3.03 -0.70  -0.32
O9 5.09 -3.78 -0.22  -0.43
S3 3.81 -2.81 0.29  1.13
O10 4.16 -2.23 1.61  -0.57
O11 2.50 -3.34 -0.03  -0.48
O12 4.21 -1.79 -0.97  -0.08
H9 5.41 -2.19 -2.50  0.32
H10 6.12 -0.97 -1.38  0.19
H11 6.99 -2.72 0.02  0.24
H12 6.86 -3.70 -1.30  0.30
C7 6.18 1.02 1.09  -0.32
C8 6.44 2.59 1.02  -0.28
O13 5.28 3.18 0.57  -0.38
S4 4.49 2.14 -0.51  1.06
O14 5.36 2.12 -1.71  -0.64
O15 3.07 2.39 -0.71  -0.31
O16 4.78 0.91 0.59  -0.12
H13 6.02 0.76 2.14  0.28
H14 6.73 0.28 0.50  0.15
H15 7.30 3.07 0.56  0.31
H16 6.46 2.83 2.09  0.23
C9 1.79 3.19 -4.38  -0.47
C10 0.39 2.67 -4.06  0.33
O17 0.36 1.39 -4.71  -0.31
S5 1.83 0.66 -4.87  0.95
O18 2.22 0.41 -6.23  -0.55
O19 2.09 -0.32 -3.77  -0.36
O20 2.66 2.02 -4.38  -0.34
H17 2.12 3.97 -3.69  0.35
H18 1.71 3.40 -5.44  0.33
H19 -0.43 3.36 -4.27  0.37
H20 0.34 2.47 -2.99  -0.30
C11 -3.47 -2.52 -0.66  -0.18
C12 -4.57 -2.08 0.34  -0.12
O21 -5.60 -2.80 -0.31  -0.40
S6 -5.20 -4.34 -0.62  1.05
O22 -5.89 -4.73 -1.85  -0.56
O23 -5.45 -5.15 0.60  -0.48
O24 -3.60 -3.85 -0.82  -0.30
H21 -2.44 -2.26 -0.41  0.11
H22 -3.75 -2.19 -1.66  0.33
H23 -4.79 -1.03 0.17  0.22
H24 -4.32 -2.43 1.34  0.28
C13 -1.89 4.77 4.36  -0.31
C14 -0.70 5.06 3.42  -0.12
O25 0.25 4.08 3.64  -0.32
S7 -0.50 2.66 4.11  0.93
O26 0.28 1.91 5.03  -0.55
O27 -0.89 1.87 2.94  -0.33
O28 -1.82 3.38 4.74  -0.29
H25 -2.81 4.88 3.78  0.27
H26 -1.82 5.43 5.23  0.28
H27 -0.29 6.06 3.49  0.34
H28 -1.01 4.99 2.38  0.09
C15 -3.34 -6.85 2.83  -0.28
C16 -2.96 -6.24 4.13  -0.32
O29 -1.71 -5.58 3.79  -0.38
S8 -1.52 -5.20 2.19  1.06
O30 -0.39 -5.86 1.54  -0.59
O31 -1.61 -3.75 2.09  -0.42
O32 -2.91 -5.97 1.80  -0.22
H29 -4.43 -6.84 2.74  0.32
H30 -2.91 -7.85 2.80  0.24
H31 -2.84 -6.79 5.06  0.34
H32 -3.81 -5.70 4.55  0.25

(3)
Molecular formula: C4H9BrNO
Method: DFT, the ωB97M-V functional and the def2-TZVPD basis

Results
Net charge: +1
Kohn-Sham gap: 9.5 eV
E_HOMO: -14.149 eV

Last column: Mulliken charge in e.
Element x y z (Å)
C1 2.03 -1.10 -0.59  -0.66
C2 1.19 -0.85 0.37  -0.37
C3 -0.30 -0.98 0.20  -0.67
C4 -1.17 0.08 0.60  0.48
N1 -0.46 1.67 -0.62  -0.68
O1 -1.01 0.69 1.71  -0.35
Br1 -2.92 -0.03 -0.01  0.08
H1 3.12 -0.92 -0.52  0.30
H2 1.61 -1.30 -1.54  0.30
H3 1.58 -0.83 1.35  0.34
H4 -0.37 -2.00 0.75  0.34
H5 -0.60 -1.19 -0.81  0.47
H6 -1.00 1.41 -1.47  0.36
H7 -0.45 2.71 -0.45  0.28
H8 0.55 1.35 -0.92  0.32
H9 -1.79 1.28 1.98  0.46

(4)
Molecular formula: C3H4N2S
Method: DFT, the ωB97M-V functional and the def2-TZVPD basis

Results
Net charge: 0
Kohn-Sham gap (spin up / spin down): 8.0 / 8.0 eV
E_HOMO (spin up / spin down): -8.325 / -8.325 eV

Last column: Mulliken charge in e.
Element x y z (Å)
C1 1.82 0.72 2.14  -0.16
C2 0.22 -1.76 -0.23  -0.50
C3 -0.17 0.70 0.79  -0.21
N1 0.91 0.82 1.36  0.05
N2 -1.86 0.44 -0.96  -0.66
S1 -0.56 -0.36 -0.56  0.48
H1 2.72 1.32 2.30  0.26
H2 0.04 -2.68 -0.90  0.23
H3 -0.91 1.55 0.63  0.30
H4 -2.40 0.04 -1.78  0.22

Largest force on an atom, respectively: 1.756; 5.579; 3.521; 5.247 eV/Å.